{"formula": "C66H171N11O25", "method": "the ωB97M-V functional and the def2-TZVPD basis", "symbols": ["O", "H", "H", "O", "H", "H", "O", "H", "H", "C", "O", "C", "C", "N", "C", "C", "O", "C", "H", "H", "H", "H", "H", "H", "H", "H", "H", "H", "H", "H", "H", "H", "H", "C", "O", "C", "C", "N", "C", "C", "O", "C", "H", "H", "H", "H", "H", "H", "H", "H", "H", "H", "H", "H", "H", "H", "H", "C", "O", "C", "C", "N", "C", "C", "O", "C", "H", "H", "H", "H", "H", "H", "H", "H", "H", "H", "H", "H", "H", "H", "H", "C", "O", "C", "C", "N", "C", "C", "O", "C", "H", "H", "H", "H", "H", "H", "H", "H", "H", "H", "H", "H", "H", "H", "H", "C", "O", "C", "C", "N", "C", "C", "O", "C", "H", "H", "H", "H", "H", "H", "H", "H", "H", "H", "H", "H", "H", "H", "H", "C", "O", "C", "C", "N", "C", "C", "O", "C", "H", "H", "H", "H", "H", "H", "H", "H", "H", "H", "H", "H", "H", "H", "H", "C", "O", "C", "C", "N", "C", "C", "O", "C", "H", "H", "H", "H", "H", "H", "H", "H", "H", "H", "H", "H", "H", "H", "H", "C", "O", "C", "C", "N", "C", "C", "O", "C", "H", "H", "H", "H", "H", "H", "H", "H", "H", "H", "H", "H", "H", "H", "H", "C", "O", "C", "C", "N", "C", "C", "O", "C", "H", "H", "H", "H", "H", "H", "H", "H", "H", "H", "H", "H", "H", "H", "H", "C", "O", "C", "C", "N", "C", "C", "O", "C", "H", "H", "H", "H", "H", "H", "H", "H", "H", "H", "H", "H", "H", "H", "H", "C", "O", "C", "C", "N", "C", "C", "O", "C", "H", "H", "H", "H", "H", "H", "H", "H", "H", "H", "H", "H", "H", "H", "H"], "positions_angstrom": [[-1.879208, 1.093564, -2.342049], [-1.606818, 0.527674, -3.064409], [-1.338508, 0.815884, -1.602619], [3.522532, -3.546036, -2.749529], [3.899092, -3.742526, -3.607329], [3.723572, -2.621376, -2.605279], [-3.681368, 1.480164, -0.192159], [-4.389418, 2.124134, -0.206359], [-3.223158, 1.608924, -1.022639], [4.004142, -8.763026, 8.109191], [3.043822, -7.860036, 7.557521], [1.701692, -8.263676, 7.762281], [0.593272, -7.273326, 7.304501], [0.095002, -7.517716, 5.918591], [1.161172, -7.502116, 4.935341], [0.769182, -8.063546, 3.632581], [-0.112878, -7.203876, 2.975371], [-0.435978, -7.572356, 1.602361], [4.915802, -8.365876, 7.662811], [3.812982, -9.772286, 7.744561], [4.251142, -8.627706, 9.162181], [1.530122, -8.197456, 8.836651], [1.467532, -9.234096, 7.324611], [0.977162, -6.253276, 7.289101], [-0.243338, -7.255546, 8.002961], [-0.531108, -6.793196, 5.597401], [1.917262, -8.163776, 5.358001], [1.595572, -6.502836, 4.964061], [0.423972, -9.093296, 3.725001], [1.711952, -8.147706, 3.092021], [-0.766158, -6.696296, 1.044161], [-1.265988, -8.252926, 1.792141], [0.389132, -7.982596, 1.020131], [0.683672, -12.169156, -3.936939], [0.626522, -11.646946, -2.637029], [-0.339548, -12.271006, -1.746349], [-1.259458, -11.282526, -1.074989], [-2.465488, -10.835026, -1.830109], [-2.211808, -9.655896, -2.644819], [-3.517028, -8.978126, -2.974789], [-3.241988, -7.655556, -3.383629], [-2.847168, -6.723416, -2.389149], [1.446352, -11.678086, -4.541299], [-0.249398, -12.023196, -4.481159], [1.048872, -13.195816, -3.963499], [0.238282, -12.944236, -1.113149], [-0.850878, -13.113126, -2.212689], [-0.683268, -10.389936, -0.831289], [-1.671848, -11.679866, -0.147539], [-2.446598, -11.558836, -2.534279], [-1.587388, -9.866326, -3.513099], [-1.670858, -8.987966, -1.974479], [-4.256198, -9.033326, -2.175619], [-3.990718, -9.323546, -3.893709], [-3.482658, -6.757836, -1.504239], [-2.935598, -5.679986, -2.691699], [-1.808398, -6.814426, -2.071709], [2.441212, 8.103574, -0.054319], [1.191812, 8.294544, -0.681299], [0.139742, 8.502864, 0.174771], [-1.123768, 8.506284, -0.692969], [-1.063278, 9.578144, -1.693589], [-1.969698, 9.433344, -2.785269], [-3.352328, 10.027464, -2.527179], [-4.228448, 9.075954, -2.013469], [-5.587588, 9.534284, -2.122129], [2.777662, 8.930454, 0.571111], [3.221602, 8.069214, -0.814529], [2.487132, 7.242214, 0.612051], [0.260712, 9.418304, 0.753941], [0.088722, 7.667124, 0.872651], [-2.033908, 8.486744, -0.093509], [-1.118448, 7.569204, -1.249689], [-0.109948, 9.835804, -1.905399], [-2.119488, 8.414254, -3.141819], [-1.609968, 10.014474, -3.634379], [-3.680608, 10.338384, -3.518979], [-3.285968, 11.040234, -2.129689], [-5.935518, 10.479414, -1.705259], [-6.177428, 8.804614, -1.567379], [-5.927448, 9.633564, -3.153019], [-0.140448, -3.791566, -1.205669], [-0.462158, -2.800026, -0.248369], [-0.842008, -1.481296, -0.584139], [-0.939468, -0.688536, 0.696991], [-1.074678, 0.752524, 0.479581], [-0.625868, 1.537824, 1.597111], [-0.361898, 2.979044, 1.230851], [0.174552, 3.642904, 2.341751], [0.414572, 5.050594, 2.212201], [-0.281238, -4.806206, -0.833129], [0.873602, -3.658696, -1.582699], [-0.737698, -3.447006, -2.049869], [-1.849218, -1.524536, -0.998589], [-0.149028, -0.913426, -1.204949], [-0.090598, -0.903016, 1.346221], [-1.802938, -1.040866, 1.261241], [-2.034168, 1.039134, 0.347931], [0.312242, 1.067394, 1.891641], [-1.310698, 1.502804, 2.444391], [-1.390138, 3.324724, 1.124411], [0.165672, 3.209624, 0.305321], [0.613462, 5.409514, 3.222011], [-0.540238, 5.575634, 2.184281], [1.053082, 5.397084, 1.399591], [0.221462, 2.700594, -6.789289], [0.924082, 3.256354, -5.695779], [0.017402, 3.208304, -4.556439], [0.773802, 3.850114, -3.382119], [2.117012, 3.328754, -3.094379], [2.864092, 3.931734, -1.995219], [4.356492, 3.783504, -2.115999], [4.619872, 4.225364, -3.418489], [5.981132, 4.422014, -3.718959], [-0.848148, 2.909784, -6.806149], [0.321902, 1.618084, -6.710649], [0.636992, 2.927104, -7.771189], [-0.255978, 2.191414, -4.274859], [-0.780118, 3.917934, -4.776629], [0.123202, 3.793454, -2.509409], [0.850792, 4.911474, -3.618109], [2.732702, 3.445384, -3.886479], [2.413892, 3.618944, -1.053099], [2.632812, 4.995814, -2.043499], [4.682662, 2.753844, -1.969329], [4.939992, 4.278014, -1.339419], [6.412162, 3.447434, -3.489819], [6.347782, 5.270054, -3.140599], [5.989872, 4.619104, -4.790959], [-1.298418, 7.609874, 4.698431], [-1.051308, 6.535154, 5.601651], [-1.943388, 5.487154, 5.499471], [-1.754828, 4.565894, 6.712591], [-0.683948, 3.544454, 6.562611], [-0.525218, 2.831614, 7.794881], [0.928112, 2.975254, 8.278801], [1.860622, 2.656784, 7.241871], [1.771442, 1.439734, 6.563051], [-0.385658, 8.205124, 4.672931], [-2.139318, 8.277854, 4.884971], [-1.533718, 7.217234, 3.709201], [-1.768528, 4.937284, 4.574721], [-2.984348, 5.810324, 5.491881], [-2.680938, 3.992844, 6.757621], [-1.677848, 5.151594, 7.628631], [0.178322, 3.996044, 6.293061], [-0.886348, 1.806104, 7.872421], [-1.041678, 3.458144, 8.522081], [1.184932, 2.296104, 9.091761], [1.107002, 4.018734, 8.538121], [2.697932, 1.265424, 6.015951], [0.919182, 1.514234, 5.887611], [1.643712, 0.647794, 7.301041], [-2.003188, -4.762846, 2.772031], [-2.792718, -3.604746, 2.408701], [-3.736728, -3.774836, 1.278161], [-4.376328, -2.429786, 0.911151], [-5.114858, -1.902626, 2.013151], [-4.947738, -0.480656, 1.946371], [-5.616278, 0.222234, 3.224111], [-7.056578, 0.120154, 3.314791], [-7.593418, 0.693984, 4.549231], [-1.765168, -4.581946, 3.820231], [-1.164658, -4.807466, 2.077061], [-2.589678, -5.681076, 2.803351], [-4.467068, -4.583116, 1.240831], [-3.053778, -3.995876, 0.457911], [-5.050438, -2.550566, 0.063151], [-3.666728, -1.764556, 0.419171], [-4.689758, -2.317136, 2.830201], [-5.173938, 0.109494, 1.058301], [-3.880658, -0.304946, 2.082601], [-5.285948, 1.260834, 3.207171], [-5.114978, -0.210566, 4.089831], [-8.449688, 1.318614, 4.294761], [-6.840758, 1.338104, 5.003901], [-7.916398, -0.019136, 5.307681], [-2.312728, 11.498824, 1.123901], [-2.216718, 10.864424, 2.392391], [-3.400108, 10.739804, 3.070071], [-4.501988, 9.858314, 2.420661], [-4.126798, 8.479154, 2.635321], [-4.881928, 7.448804, 1.968461], [-4.307828, 6.027814, 2.384841], [-3.024568, 6.038024, 1.799931], [-3.112098, 5.550324, 0.489141], [-1.467978, 11.202454, 0.502081], [-2.401168, 12.584054, 1.073281], [-3.198978, 11.257624, 0.536961], [-3.676118, 11.788764, 3.177761], [-3.008318, 10.321374, 3.997181], [-4.716388, 9.972174, 1.358041], [-5.360308, 10.194294, 3.002461], [-3.190308, 8.272404, 2.318561], [-4.882048, 7.488354, 0.879171], [-5.909928, 7.482614, 2.329251], [-4.855498, 5.144254, 2.057021], [-4.060108, 5.905294, 3.439221], [-2.155618, 5.251744, 0.060081], [-3.564868, 6.120384, -0.322109], [-3.822788, 4.729154, 0.395921], [2.030852, -6.358206, -2.133289], [3.101902, -7.233676, -2.611559], [3.657542, -8.219506, -1.687139], [5.039042, -8.655796, -2.055729], [5.090752, -8.838956, -3.484989], [4.544972, -10.107406, -3.924129], [4.806332, -10.372286, -5.433409], [3.722482, -9.955046, -6.320369], [3.455582, -8.614996, -6.374959], [1.230172, -7.036086, -1.837509], [1.588312, -5.858016, -2.994709], [2.288062, -5.801996, -1.231859], [2.960242, -9.050646, -1.792469], [3.605522, -7.839906, -0.666699], [5.208492, -9.505886, -1.394869], [5.788412, -7.931636, -1.736139], [4.407372, -8.117366, -3.664979], [3.512242, -10.246496, -3.604399], [5.028262, -10.896016, -3.347399], [4.970912, -11.446436, -5.518349], [5.685552, -9.844426, -5.802779], [2.728872, -8.314246, -5.620269], [3.116102, -8.461286, -7.399269], [4.399682, -8.070526, -6.356899], [2.982262, -0.488356, 2.263841], [4.190322, 0.062294, 1.857821], [4.203762, 1.431064, 1.422421], [5.615502, 1.881254, 1.025051], [6.539342, 1.492934, 2.088061], [6.601002, 2.597244, 3.072751], [7.276122, 3.864294, 2.600821], [7.276282, 4.845084, 3.618511], [8.545352, 5.372634, 4.084111], [3.131262, -1.566386, 2.325221], [2.168982, -0.206116, 1.595251], [2.768572, -0.130046, 3.270841], [3.753672, 1.930434, 2.280401], [3.642642, 1.498804, 0.490401], [5.650452, 2.955104, 0.841381], [5.932852, 1.402084, 0.098881], [6.022272, 0.721764, 2.485591], [7.134802, 2.111234, 3.889411], [5.588992, 2.876284, 3.366151], [6.660542, 4.331084, 1.831871], [8.261762, 3.622674, 2.203051], [9.142162, 4.532194, 4.438491], [8.516242, 6.227234, 4.760061], [9.111502, 5.818774, 3.266471], [-0.753228, 3.060944, -10.207899], [-0.565698, 1.776974, -9.613269], [-1.826378, 1.187964, -9.332839], [-1.745328, -0.163426, -8.679389], [-1.258298, -0.122516, -7.264829], [-1.113678, -1.483736, -6.611839], [-1.205498, -1.469636, -5.054759], [-0.549398, -0.386376, -4.427679], [0.829842, -0.645566, -4.477429], [-1.277808, 3.080054, -11.163169], [0.290662, 3.346084, -10.338619], [-1.143888, 3.726114, -9.437819], [-2.416708, 1.115474, -10.246269], [-2.409238, 1.762254, -8.612719], [-1.271058, -0.911316, -9.314869], [-2.801878, -0.399026, -8.551809], [-0.391368, 0.389884, -7.342059], [-0.140118, -1.904856, -6.862729], [-1.808218, -2.204176, -7.043899], [-1.021818, -2.448876, -4.612679], [-2.248848, -1.252226, -4.826129], [1.306952, 0.122434, -3.868619], [1.346192, -0.724126, -5.434139], [1.162552, -1.568156, -4.001799]], "atomic_forces_ev_per_a": [[-0.6, 0.5, 0.0], [0.2, -0.2, -0.5], [0.5, 0.1, 0.6], [-0.2, -0.1, 0.1], [0.1, -0.2, -0.2], [0.1, 0.3, 0.1], [-0.6, 0.2, 0.3], [-0.2, 0.2, 0.1], [0.3, -0.1, -0.9], [0.6, 1.4, -1.3], [-0.5, 0.0, -0.2], [-1.2, 1.2, 0.9], [0.5, 0.7, -2.0], [-0.5, -0.7, 0.5], [0.3, -0.4, 2.3], [0.9, 0.0, -0.9], [0.0, 0.7, -1.3], [-0.4, 0.1, 1.6], [0.3, -0.5, -0.3], [0.1, -0.2, 0.5], [-1.0, -0.4, 0.4], [0.1, -1.0, 0.4], [0.2, -0.3, 0.2], [0.5, 0.2, 0.5], [0.0, -0.4, -0.1], [-0.5, 0.1, 0.6], [0.4, 0.0, -0.3], [0.4, 0.2, -0.9], [-0.6, -0.1, 0.2], [0.2, 0.0, -0.6], [-0.2, 0.1, 0.4], [0.0, -0.4, -1.1], [0.2, -0.4, 0.4], [0.4, -0.1, -0.5], [-0.7, 0.2, 0.6], [1.1, -0.9, -0.8], [-0.4, 0.6, 0.6], [1.4, -1.4, -0.9], [-0.2, 0.2, 1.2], [0.2, 0.7, -1.2], [0.1, 1.8, 0.1], [-0.2, 0.0, 0.4], [0.1, 0.7, 0.4], [-0.3, -0.4, 0.0], [-0.5, -0.5, 0.2], [0.3, 0.8, 1.1], [-0.8, 0.4, -1.0], [0.2, 0.0, 0.2], [0.4, -0.3, 0.1], [-1.2, -0.6, -0.1], [0.0, 0.2, -0.2], [0.2, 0.3, -0.3], [0.2, 0.0, 0.3], [0.0, -0.8, 0.2], [-0.1, -0.4, 0.2], [-0.2, -0.2, -0.8], [0.2, -0.4, 0.0], [0.5, 0.5, 0.0], [1.8, -0.1, -0.9], [-1.5, -0.3, 0.4], [0.9, 0.1, -0.5], [-0.1, 0.0, 1.5], [-0.3, 1.1, -0.1], [0.9, 0.2, -2.1], [-1.4, 1.4, 0.8], [-0.5, -1.0, 0.3], [-0.5, 0.5, 0.2], [-0.3, -0.5, -0.2], [-0.2, -0.4, -0.2], [-0.1, 0.3, 0.1], [-0.3, -0.1, 0.4], [-0.1, 0.5, 0.1], [0.0, -0.5, 0.1], [-0.2, -0.4, -0.3], [0.1, -0.4, 0.1], [0.4, -0.1, 0.0], [-0.6, -0.5, -0.7], [-0.1, -0.2, 1.5], [1.2, 0.5, 0.6], [-0.1, -0.2, -0.4], [0.2, -0.5, -0.4], [-0.1, 2.4, -1.1], [0.7, -0.5, 1.9], [-0.2, -0.4, 0.2], [-0.8, 0.1, 1.0], [0.2, 0.0, -0.8], [2.0, -0.6, 0.1], [-1.7, 0.7, 0.4], [1.3, 0.5, 0.3], [-1.9, -0.4, 1.2], [-0.4, 0.3, 0.0], [0.4, -0.2, 0.3], [-0.5, -1.3, -0.6], [-0.1, 0.2, -0.7], [0.3, -0.4, -0.6], [0.3, 0.1, -0.2], [-0.1, -0.3, 0.2], [-0.2, -0.6, -0.1], [0.2, 0.2, 0.5], [-0.1, 0.1, 0.2], [-0.3, 0.7, -0.6], [0.3, -0.5, -0.1], [1.4, -0.2, 0.0], [-0.6, 0.0, -1.1], [0.3, -0.4, 0.2], [0.7, -0.9, -0.3], [-1.4, 0.1, 0.2], [2.5, 0.9, 0.5], [0.6, 0.5, 0.0], [0.2, -1.4, -0.3], [-1.9, 0.9, 0.3], [-0.3, -0.8, -0.1], [-0.3, 0.6, -0.1], [-1.1, -0.7, -0.1], [-0.1, 0.3, 0.2], [0.0, 0.1, 0.2], [0.3, 0.6, 0.3], [-0.4, 0.0, -0.5], [-0.6, -0.6, 0.1], [0.1, -0.2, 0.2], [0.0, 0.5, 0.0], [-0.5, -0.1, -0.5], [0.4, -0.4, 0.3], [0.3, 0.7, 0.2], [-0.1, -0.6, -0.4], [-0.2, 0.9, 0.1], [1.1, 0.3, -0.1], [0.5, -0.1, 0.0], [0.4, 0.1, 0.1], [0.5, -0.4, -0.4], [0.3, 1.7, 0.0], [-0.1, -1.1, 0.7], [-0.2, -1.0, -1.5], [-1.0, 0.9, -0.8], [1.1, 1.1, 1.5], [0.2, -1.4, -1.3], [1.0, 1.7, 0.1], [-0.7, 0.1, 0.6], [-0.1, 0.0, -0.1], [-0.2, -0.2, 0.9], [0.3, -0.2, -0.3], [0.0, -0.3, -0.2], [-0.2, 0.4, 0.1], [-0.2, -0.1, 0.3], [0.2, 0.2, 0.1], [0.2, -0.1, 0.0], [-0.1, 0.0, -0.5], [-0.5, -0.6, 0.7], [-0.4, 0.1, 0.5], [0.2, -0.1, 0.0], [-0.1, 0.2, 0.0], [-0.1, -0.6, -0.3], [-0.1, -0.5, -0.1], [-1.2, 1.1, -0.1], [-2.0, -0.6, -0.3], [2.3, 0.8, -1.0], [-0.1, -1.7, -0.8], [-0.5, 0.0, -1.1], [-0.7, 1.7, 3.6], [0.3, -0.6, -1.1], [0.6, 0.2, 0.8], [0.7, 0.2, -1.1], [0.7, 0.0, -0.2], [0.2, -0.3, 0.4], [-0.1, -0.1, -0.5], [-0.1, -0.2, 1.2], [0.0, -0.2, -0.5], [-0.3, -0.7, -0.1], [0.7, 0.4, 0.8], [0.0, 0.6, 0.5], [-0.7, -1.0, -0.4], [0.4, 0.6, 0.1], [-0.2, 0.4, -0.1], [-0.2, -0.3, 0.3], [0.0, -0.1, -0.2], [0.0, 0.1, 0.1], [0.2, -0.5, -0.3], [-0.1, -0.2, -0.8], [2.0, -0.1, -2.6], [-0.3, 0.6, -0.4], [1.0, 0.1, 0.8], [0.2, -1.1, 0.4], [-1.3, -1.7, 1.6], [0.6, 2.0, 0.0], [0.7, -0.8, -1.2], [-0.1, -0.8, -1.6], [0.1, 0.0, 0.2], [0.5, 0.5, 1.0], [-0.2, -0.9, 0.2], [-1.2, 0.0, 0.6], [-1.1, -0.1, 0.4], [0.1, 0.9, -0.2], [-0.5, -0.7, -0.1], [0.6, 0.7, 0.2], [0.0, 0.2, -0.3], [-0.3, 0.2, -0.2], [-0.4, 0.2, -0.2], [-0.7, 0.5, 0.2], [0.2, -0.1, 0.6], [0.1, 1.6, 0.4], [0.3, -0.9, 0.6], [0.2, -2.6, 0.0], [0.5, 1.1, 0.3], [-2.2, 1.0, 0.3], [0.2, 0.4, 1.0], [0.3, 0.1, 0.2], [0.5, -0.3, -0.3], [-1.4, 0.7, 0.3], [0.9, -3.1, 0.9], [0.5, 0.6, -0.9], [-0.4, -0.2, 0.3], [0.7, 0.6, 0.2], [0.3, 0.5, -0.5], [0.0, -0.4, 0.4], [0.0, 0.1, 0.2], [0.3, -0.6, -0.5], [0.0, 0.3, -0.2], [0.1, 0.3, -1.6], [-0.6, 0.1, -0.6], [0.5, -0.1, -0.1], [-0.4, 0.1, -0.6], [0.3, 0.0, 0.5], [0.1, 0.4, 0.0], [-0.7, 0.3, 0.1], [0.0, 0.6, 0.6], [0.0, 0.4, 0.5], [2.0, 0.0, -1.2], [-0.6, -0.8, -0.4], [-0.1, -0.8, 0.5], [0.2, 1.5, -0.6], [-0.1, -1.4, 0.3], [0.1, 0.2, -0.2], [0.6, 1.2, 1.4], [0.1, -0.9, -1.5], [-0.2, 0.0, -0.2], [-0.2, -0.2, -0.1], [-0.5, 0.1, 0.2], [0.0, 1.0, -0.4], [-0.8, 0.3, 0.2], [-0.3, -0.1, 0.0], [-0.3, -0.2, -0.1], [0.6, -0.4, 0.7], [0.0, 0.7, 0.5], [-0.1, 0.1, 0.5], [0.2, -0.2, -0.5], [0.2, 0.2, 0.0], [0.1, 0.2, 0.5], [-1.0, -0.6, 0.5], [0.0, -0.2, -0.6], [1.8, -0.3, 1.1], [-1.2, -0.4, -0.3], [0.3, -0.1, 0.5], [-0.7, -0.5, 1.2], [-0.4, -0.9, -0.6], [1.4, 1.0, -0.2], [-2.7, 1.1, -1.1], [1.0, -1.4, -0.8], [1.7, 0.6, 1.4], [-0.3, -0.2, 0.2], [-0.1, 0.5, -0.5], [-0.5, 0.3, -0.3], [0.0, -0.1, -0.2], [0.0, 0.7, 0.0], [0.2, -0.1, 0.0], [-0.2, -0.6, -0.4], [0.2, -0.6, 0.6], [0.3, -0.1, -0.2], [-0.4, 0.3, 0.2], [0.7, 0.0, 0.0], [-0.3, -0.2, 0.0], [0.1, 0.3, -0.3], [-0.6, 0.6, -0.6], [-0.7, -0.5, 0.4]], "energy_ha": -5099.7076, "molar_mass_g_mol": 1519.1, "homo_lumo_gap_ev": 8.50, "e_homo_ev": -8.24, "fmax_ha_per_bohr": 0.07800}